# 1
ORCA calculation (ωB97M-V/def2-TZVPD) on a molecular structure, C14H33F6N4O7S2Ti.

The geometry in XYZ format:
```
67
Properties=species:S:1:pos:R:3:mulliken_spin:R:1
Ti 0.502 -0.572 0.326 2.493
C 0.151 -4.587 1.731 0.022
F -1.089 -4.108 1.796 0.003
F 0.776 -4.226 2.818 0.000
F 0.079 -5.883 1.628 -0.001
S 0.932 -3.875 0.108 0.010
O 1.754 -4.910 -0.466 0.015
O -0.254 -3.518 -0.654 0.007
N 1.742 -2.370 0.484 0.059
S 3.192 -2.681 1.040 0.005
O 3.322 -3.894 1.787 0.003
O 4.234 -2.462 0.048 0.003
C 3.404 -1.269 2.294 0.035
F 2.249 -0.965 2.890 0.015
F 4.235 -1.699 3.230 -0.003
F 3.920 -0.204 1.710 0.012
C 3.400 0.220 -1.989 0.062
C 2.095 0.045 -2.759 -0.012
C 2.330 -0.557 -4.147 0.006
O 1.176 -0.323 -4.952 0.000
C 1.256 -0.910 -6.226 0.000
N 1.194 -0.893 -2.035 0.028
H 3.166 1.007 -1.270 -0.001
H 4.181 0.514 -2.697 0.002
H 3.875 -0.655 -1.542 -0.006
H 1.476 0.943 -2.782 0.005
H 2.439 -1.646 -4.073 0.000
H 3.194 -0.168 -4.698 0.000
H 0.608 -0.396 -6.934 0.000
H 1.002 -1.969 -6.163 0.000
H 2.256 -0.804 -6.662 0.000
H 0.516 -1.229 -2.716 0.025
H 1.715 -1.714 -1.732 0.002
C 1.197 2.651 1.746 -0.058
C -0.254 2.606 1.307 0.062
C -0.798 4.033 1.019 0.016
O -2.047 3.846 0.395 0.002
C -2.891 5.020 0.466 0.000
N -0.322 1.701 0.147 -0.129
H 1.627 1.646 1.742 0.121
H 1.352 3.166 2.696 0.006
H 1.794 3.212 1.013 0.002
H -0.788 2.211 2.175 -0.009
H -0.027 4.573 0.450 0.001
H -0.895 4.565 1.973 -0.001
H -2.943 5.424 1.478 0.000
H -3.887 4.610 0.286 0.000
H -2.565 5.703 -0.315 0.000
H -1.296 1.731 -0.170 0.053
H 0.156 2.179 -0.620 0.013
C -1.604 -1.216 2.916 0.053
C -2.591 -1.030 1.721 -0.017
C -3.299 0.314 1.731 -0.034
O -4.359 0.377 0.784 0.002
C -5.054 1.598 0.793 0.001
N -1.845 -1.257 0.471 0.068
H -0.592 -1.480 2.605 0.020
H -2.021 -2.049 3.481 0.004
H -1.563 -0.390 3.628 0.002
H -3.342 -1.808 1.883 0.004
H -2.587 1.097 1.463 0.027
H -3.757 0.481 2.710 -0.001
H -6.048 1.460 1.235 0.000
H -5.167 1.991 -0.216 0.000
H -4.566 2.322 1.455 0.000
H -1.543 -2.237 0.467 -0.020
H -2.506 -1.289 -0.307 0.026
```

Values from the calculation:
Multiplicity: 4
Relative energy (zero: lowest compared OMol25 entry of this formula, charge and spin), eV: 0.707
Max |F|, eV Å⁻¹: 3.35

=====

# 2
ORCA calculation (ωB97M-V/def2-TZVPD) on a molecular structure, C14H33GeN2O2S5Si3Ti.

The geometry in XYZ format:
```
61
Properties=species:S:1:pos:R:3:mulliken_spin:R:1
Ti -1.074 -1.418 -1.230 1.909
S -7.864 1.300 -1.574 0.188
C -6.413 0.569 -1.622 -0.019
S -5.897 -0.620 -0.472 -0.002
C -4.281 -0.855 -1.031 0.176
C -3.903 -0.028 -2.137 0.169
S -2.376 0.006 -2.826 0.251
S -5.140 1.036 -2.699 0.000
S -3.285 -1.964 -0.254 0.257
C 1.044 -5.435 -0.169 -0.001
O 1.400 -4.731 -1.386 0.000
C 0.824 -3.562 -1.551 0.013
O -0.057 -3.121 -0.803 0.006
N 1.302 -2.859 -2.607 0.001
N 0.537 -1.733 -2.974 0.040
H 1.709 -6.290 -0.155 0.000
H 0.000 -5.735 -0.229 0.000
H 1.211 -4.780 0.683 0.000
H 1.836 -3.351 -3.309 0.000
H 0.023 -1.948 -3.825 0.007
H 1.152 -0.937 -3.122 0.007
C -0.430 -1.657 2.847 0.021
Si -0.443 0.178 2.414 0.007
C 0.740 0.996 3.626 -0.004
C -2.167 0.823 2.784 -0.003
Ge 0.099 0.480 0.132 -0.039
Si -0.229 2.746 -0.417 -0.012
C 0.570 3.969 0.762 -0.005
C 0.452 3.102 -2.132 0.010
C -2.070 3.125 -0.446 0.001
Si 2.444 0.177 0.085 0.015
C 3.483 1.480 0.956 0.002
C 3.086 0.152 -1.699 0.005
C 2.950 -1.473 0.849 -0.001
H -0.871 -1.814 3.835 0.001
H 0.592 -2.039 2.871 0.001
H -0.997 -2.257 2.132 -0.005
H 0.394 0.881 4.656 0.000
H 0.842 2.063 3.422 0.001
H 1.736 0.551 3.560 0.000
H -2.369 0.743 3.855 0.000
H -2.931 0.257 2.249 0.002
H -2.268 1.872 2.504 0.000
H 1.654 3.857 0.798 0.001
H 0.192 3.825 1.777 0.000
H 0.345 4.996 0.468 0.000
H 1.543 3.051 -2.135 0.001
H 0.165 4.104 -2.462 0.000
H 0.070 2.386 -2.864 -0.004
H -2.560 2.822 0.479 0.000
H -2.566 2.606 -1.265 0.001
H -2.231 4.199 -0.579 -0.001
H 3.444 2.428 0.414 0.000
H 4.530 1.171 1.006 0.000
H 3.131 1.667 1.971 0.000
H 2.574 0.883 -2.329 0.000
H 2.981 -0.841 -2.145 0.000
H 4.153 0.389 -1.722 0.000
H 2.633 -1.542 1.891 0.001
H 4.040 -1.564 0.823 0.000
H 2.535 -2.336 0.321 0.002
```

Values from the calculation:
Multiplicity: 4
Relative energy (zero: lowest compared OMol25 entry of this formula, charge and spin), eV: 0.000
Max |F|, eV Å⁻¹: 1.38

=====

# 3
ORCA calculation (ωB97M-V/def2-TZVPD) on 8 unconnected molecules or ions with the total composition C14H33IO29P2S7.

The geometry in XYZ format:
```
86
Properties=species:S:1:pos:R:3:lowdin_charge:R:1
O -4.456 -0.054 0.844 -0.227
S -3.548 -0.104 -0.258 0.614
O -2.702 -1.228 -0.518 -0.260
O -2.636 1.231 -0.222 -0.200
C -2.793 1.955 -1.442 -0.145
C -4.192 1.621 -1.928 -0.179
O -4.372 0.238 -1.611 -0.184
H -2.034 1.603 -2.147 0.125
H -2.660 3.024 -1.272 0.142
H -4.313 1.790 -2.997 0.136
H -4.944 2.191 -1.385 0.096
O 0.248 -0.180 -3.708 -0.313
S 0.210 0.432 -5.014 0.694
O 1.227 1.314 -5.482 -0.209
O -1.236 1.159 -5.200 -0.202
C -1.903 0.615 -6.339 -0.177
C -1.388 -0.811 -6.463 -0.174
O -0.003 -0.737 -6.120 -0.187
H -1.627 1.211 -7.213 0.132
H -2.984 0.652 -6.200 0.133
H -1.514 -1.212 -7.468 0.135
H -1.879 -1.473 -5.743 0.132
O 4.684 -1.440 4.081 -0.225
S 4.885 -1.935 2.757 0.623
O 3.947 -2.789 2.099 -0.288
O 6.348 -2.626 2.691 -0.182
C 7.138 -1.982 1.687 -0.177
C 6.612 -0.557 1.617 -0.191
O 5.198 -0.678 1.785 -0.228
H 6.980 -2.508 0.740 0.141
H 8.194 -2.019 1.949 0.085
H 6.847 -0.074 0.673 0.117
H 7.001 0.047 2.441 0.136
O -6.339 3.414 -2.364 -0.237
S -5.965 4.751 -2.014 0.642
O -4.831 5.410 -2.574 -0.213
O -5.870 4.841 -0.400 -0.186
C -6.770 5.841 0.079 -0.164
C -7.898 5.883 -0.938 -0.169
O -7.260 5.705 -2.204 -0.186
H -6.234 6.793 0.116 0.135
H -7.125 5.587 1.078 0.139
H -8.446 6.825 -0.913 0.137
H -8.594 5.053 -0.791 0.135
O 9.759 -1.171 1.732 -0.224
S 9.738 -0.087 0.799 0.664
O 8.740 0.927 0.811 -0.213
O 9.828 -0.706 -0.694 -0.179
C 10.977 -0.183 -1.363 -0.163
C 11.977 0.120 -0.261 -0.167
O 11.192 0.627 0.819 -0.178
H 10.680 0.728 -1.890 0.136
H 11.362 -0.907 -2.082 0.139
H 12.726 0.850 -0.568 0.139
H 12.476 -0.790 0.082 0.135
O -5.130 -5.769 3.672 -0.231
S -4.224 -5.816 2.569 0.636
O -3.379 -6.936 2.312 -0.225
O -3.314 -4.477 2.606 -0.190
C -3.476 -3.754 1.383 -0.176
C -4.874 -4.094 0.897 -0.168
O -5.049 -5.476 1.216 -0.193
H -2.718 -4.105 0.678 0.132
H -3.347 -2.686 1.551 0.114
H -4.995 -3.927 -0.172 0.137
H -5.631 -3.523 1.442 0.135
O -1.327 0.758 2.683 -0.228
S -2.276 1.441 3.500 0.624
O -2.924 2.645 3.094 -0.221
O -1.610 1.678 4.959 -0.187
C -2.417 1.059 5.961 -0.172
C -3.099 -0.106 5.263 -0.170
O -3.411 0.377 3.956 -0.197
H -3.148 1.793 6.310 0.132
H -1.801 0.735 6.799 0.136
H -4.002 -0.429 5.780 0.137
H -2.418 -0.955 5.156 0.135
O 1.144 -1.022 -2.370 -0.528
P 0.909 -0.498 -0.746 0.212
P 1.396 -2.309 0.467 0.413
I 2.484 1.265 -0.089 0.309
H 0.354 -1.587 -2.539 0.050
H 0.180 -2.886 -0.090 -0.060
H 2.683 -2.441 -0.197 -0.037
H 1.368 -1.562 1.695 -0.041
H 1.599 -3.579 1.160 -0.095
```

Values from the calculation:
Structure (SMILES): O=S1(=O)OCCO1.O=S1(=O)OCCO1.O=S1(=O)OCCO1.O=S1(=O)OCCO1.O=S1(=O)OCCO1.O=S1(=O)OCCO1.O=S1(=O)OCCO1.OP([PH4])I
Relative energy (zero: lowest compared OMol25 entry of this formula, charge and spin), eV: 1.011
Max |F|, eV Å⁻¹: 8.25